No. 1
17
Properties=species:S:1:pos:R:3:mulliken_charge:R:1 method="wB97M-V/def2-TZVPD" homo_lumo_gap_ev=9.6224 total_charge=+1 e_above_lowest_kcal_mol=54.6 total_energy_ha=-268.21788
C 0.77795 -1.56141 0.52775 -0.90
C 0.54727 -0.64639 -0.67943 -1.05
N 0.09711 0.68575 -0.37768 0.07
C 1.00571 1.68309 0.11977 -0.76
C -1.35458 0.89636 0.05139 0.08
N -2.10978 -0.13749 -0.23407 -0.27
H 1.59411 -2.23027 0.28706 0.34
H 0.88639 -1.04454 1.45966 0.32
H -0.05709 -2.13989 0.73751 0.39
H -0.19644 -1.02842 -1.43667 0.56
H 1.45688 -0.59927 -1.25838 0.38
H 0.42239 2.44408 0.56811 0.30
H 1.74851 1.84700 -0.63191 0.29
H 1.45587 1.11100 0.97020 0.32
H -1.48334 1.90303 0.21806 0.41
H -3.11305 -0.09892 -0.00446 0.28
H -1.67791 -1.08371 -0.31690 0.22

---

No. 2
17
Properties=species:S:1:pos:R:3:mulliken_charge:R:1 method="wB97M-V/def2-TZVPD" homo_lumo_gap_ev=4.6406 total_charge=+1 e_above_lowest_kcal_mol=187.5 total_energy_ha=-268.00602
C -0.35664 1.20845 0.75489 -0.66
C -1.26784 0.05692 1.39803 -0.60
C -0.76385 0.02402 -0.03417 1.13
C -1.78716 0.20515 -1.13204 -1.49
N 0.29711 -0.79164 -0.19892 -0.31
N 3.29060 -0.64061 -0.43983 -0.45
H 0.72095 1.31051 0.61859 0.26
H -0.75972 2.22292 0.98541 0.29
H -0.95148 -0.55383 2.35127 0.30
H -2.27894 0.46175 1.43050 0.29
H -2.21632 -0.72470 -1.07412 0.48
H -1.34993 0.24763 -2.09570 0.41
H 2.42484 -1.07525 -0.24592 0.24
H 0.11876 -1.71960 -0.37224 0.31
H 3.71885 0.02222 0.18952 0.22
H 3.75834 -1.14181 -1.16874 0.23
H -2.59757 0.88787 -0.96654 0.34

---

No. 3
17
Properties=species:S:1:pos:R:3:mulliken_charge:R:1 method="wB97M-V/def2-TZVPD" smiles="C=C[C@@H](N)[NH2+]C" homo_lumo_gap_ev=10.4173 total_charge=+1 e_above_lowest_kcal_mol=66.0 total_energy_ha=-268.19969
C 1.89940 -1.07934 0.16265 -0.70
C 1.31772 -0.06132 -0.50484 -0.27
C 0.26147 0.75170 0.25037 0.25
N 0.40039 2.08856 -0.09713 -0.49
N -1.24237 0.20726 -0.19363 -0.38
C -1.50638 -1.22203 0.09931 -0.88
H 2.78847 -1.69079 -0.09152 0.29
H 1.70956 -1.35059 1.28468 0.17
H 1.61780 0.21367 -1.47588 0.36
H 0.41433 0.46416 1.34473 0.38
H 0.07902 2.46927 -0.87943 0.16
H 0.56659 2.78149 0.66601 0.22
H -1.32143 0.45666 -1.18202 0.43
H -2.06079 0.79710 0.31919 0.39
H -2.50547 -1.44382 -0.42291 0.35
H -0.78650 -1.93990 -0.38174 0.35
H -1.63183 -1.44206 1.10215 0.37

---

No. 4
17
Properties=species:S:1:pos:R:3:lowdin_spin:R:1 method="wB97M-V/def2-TZVPD" s2=0.756 homo_lumo_gap_ev="10.5978 / 8.9771" total_charge=+2 spin_multiplicity=2 e_above_lowest_kcal_mol=51.3 total_energy_ha=-267.74327
C 1.18897 -0.64913 0.99407 0.00
C 0.96188 -0.60520 -0.53435 0.01
C -0.48118 -0.58054 -1.08175 0.08
C -2.13374 1.12765 -1.19962 0.14
N -1.28693 0.53369 -0.46748 0.63
N 0.75965 0.55672 1.79418 0.01
H 0.61950 -1.49749 1.32871 0.00
H 2.24358 -0.81380 1.19822 0.00
H 1.35786 -1.56751 -0.87559 0.00
H 1.58344 0.14388 -1.03052 0.00
H -1.08646 -1.45834 -0.79761 0.04
H -0.44137 -0.51662 -2.16718 0.00
H -2.87856 0.50207 -1.71268 0.05
H -2.17133 2.20762 -1.39966 0.03
H 0.29796 0.33811 2.67675 0.00
H 0.03175 1.00404 1.24224 0.00
H 1.43501 1.27485 2.03226 0.00